{"formula": "C4H12NS2", "method": "wB97M-V/def2-TZVPD", "de_lowest_kcal_mol": 71.2, "orbital_gap_ev": [3.0, 8.4], "homo_ev": [-3.22, -8.48], "e_lumo_ha": [-0.0074, -0.0019], "multiplicity": 2, "species": ["C", "C", "S", "S", "H", "H", "H", "H", "H", "H", "C", "C", "N", "H", "H", "H", "H", "H", "H"], "xyz": [[-0.160, -1.319, -2.182], [0.972, -0.593, -1.483], [0.308, 1.049, -0.969], [1.849, 1.850, 0.312], [0.054, -2.280, -2.677], [-0.641, -0.608, -2.874], [-0.907, -1.539, -1.413], [1.838, -0.350, -2.110], [1.310, -1.111, -0.557], [1.858, 0.758, 1.191], [-2.236, -1.207, 1.502], [-1.918, -2.454, 1.865], [-1.204, -0.177, 1.543], [-3.222, -0.899, 1.253], [-2.596, -3.290, 1.642], [-0.973, -2.717, 2.263], [-0.402, -0.464, 2.134], [-0.738, 0.089, 0.621], [-1.607, 0.704, 2.025]]}

{"formula": "C4H12NS2", "method": "wB97M-V/def2-TZVPD", "de_lowest_kcal_mol": 7.9, "orbital_gap_ev": 9.1, "homo_ev": -12.66, "e_lumo_ha": -0.1311, "multiplicity": 1, "total_charge": 1, "smiles": "CCSSCC[NH3+]", "species": ["C", "C", "S", "S", "C", "C", "N", "H", "H", "H", "H", "H", "H", "H", "H", "H", "H", "H", "H"], "xyz": [[0.933, -2.648, -1.393], [1.275, -1.688, -0.225], [0.996, -0.014, -0.790], [0.728, 1.183, 0.950], [-0.887, 0.559, 1.459], [-2.001, 1.201, 0.660], [-2.281, 0.492, -0.628], [1.800, -2.697, -2.052], [0.003, -2.449, -1.902], [0.910, -3.643, -0.938], [2.295, -1.875, 0.100], [0.657, -1.957, 0.639], [-0.904, -0.538, 1.433], [-1.035, 0.723, 2.525], [-2.921, 1.075, 1.247], [-1.833, 2.262, 0.519], [-2.774, -0.386, -0.465], [-2.833, 1.142, -1.181], [-1.468, 0.326, -1.236]]}

{"formula": "C4H12NSi", "method": "wB97M-V/def2-TZVPD", "de_lowest_kcal_mol": 6.5, "orbital_gap_ev": 11.2, "homo_ev": -15.92, "e_lumo_ha": -0.1747, "multiplicity": 1, "total_charge": 1, "smiles": "CCC/[NH+]=C/[SiH3]", "species": ["C", "C", "C", "N", "C", "Si", "H", "H", "H", "H", "H", "H", "H", "H", "H", "H", "H", "H"], "xyz": [[-2.157, 1.004, 0.278], [-1.783, -0.068, -0.754], [-0.754, -1.084, -0.237], [0.589, -0.562, -0.317], [1.480, -0.516, 0.589], [3.270, 0.189, 0.336], [-1.977, 2.003, -0.107], [-3.207, 0.936, 0.540], [-1.581, 0.893, 1.194], [-2.672, -0.626, -1.042], [-1.394, 0.395, -1.662], [-0.975, -1.378, 0.790], [-0.788, -1.975, -0.873], [0.820, -0.191, -1.241], [1.192, -0.907, 1.562], [3.345, 0.379, -1.113], [4.115, -0.868, 0.871], [3.233, 1.427, 1.102]]}